{
  "formula": "C75H170N10O15",
  "method": "ωB97M-V with the def2-TZVPD basis set",
  "max_force_ev_per_a": 4.0,
  "smiles": "CC1(C)CCCC(C)(C)N1O.CC1(C)CCCC(C)(C)N1O.CC1(C)CCCC(C)(C)N1O.CC1(C)CCCC(C)(C)N1O.CC1(C)CCCC(C)(C)N1O.COCCNCCOC.COCCNCCOC.COCCNCCOC.COCCNCCOC.COCCNCCOC",
  "orbital_gap_ev": 8.68,
  "homo_ev": -8.18,
  "e_tot_ev": -126130.7582,
  "e_above_lowest_kcal_mol": 58.85,
  "spin_multiplicity": 1,
  "symbols": ["C", "C", "C", "C", "C", "C", "C", "C", "C", "N", "O", "H", "H", "H", "H", "H", "H", "H", "H", "H", "H", "H", "H", "H", "H", "H", "H", "H", "H", "H", "C", "C", "C", "C", "C", "C", "C", "C", "C", "N", "O", "H", "H", "H", "H", "H", "H", "H", "H", "H", "H", "H", "H", "H", "H", "H", "H", "H", "H", "H", "C", "C", "C", "C", "C", "C", "C", "C", "C", "N", "O", "H", "H", "H", "H", "H", "H", "H", "H", "H", "H", "H", "H", "H", "H", "H", "H", "H", "H", "H", "C", "C", "C", "C", "C", "C", "C", "C", "C", "N", "O", "H", "H", "H", "H", "H", "H", "H", "H", "H", "H", "H", "H", "H", "H", "H", "H", "H", "H", "H", "C", "C", "C", "C", "C", "C", "C", "C", "C", "N", "O", "H", "H", "H", "H", "H", "H", "H", "H", "H", "H", "H", "H", "H", "H", "H", "H", "H", "H", "H", "C", "O", "C", "C", "N", "C", "C", "O", "C", "H", "H", "H", "H", "H", "H", "H", "H", "H", "H", "H", "H", "H", "H", "H", "C", "O", "C", "C", "N", "C", "C", "O", "C", "H", "H", "H", "H", "H", "H", "H", "H", "H", "H", "H", "H", "H", "H", "H", "C", "O", "C", "C", "N", "C", "C", "O", "C", "H", "H", "H", "H", "H", "H", "H", "H", "H", "H", "H", "H", "H", "H", "H", "C", "O", "C", "C", "N", "C", "C", "O", "C", "H", "H", "H", "H", "H", "H", "H", "H", "H", "H", "H", "H", "H", "H", "H", "C", "O", "C", "C", "N", "C", "C", "O", "C", "H", "H", "H", "H", "H", "H", "H", "H", "H", "H", "H", "H", "H", "H", "H"],
  "coordinates": [[-1.256, 2.892, -3.974], [-1.946, 3.392, -5.243], [-0.864, 3.664, -6.239], [-2.996, 2.385, -5.849], [-4.118, 2.224, -4.921], [-4.863, 3.491, -4.789], [-3.970, 4.516, -4.147], [-4.664, 5.919, -4.217], [-3.661, 4.313, -2.683], [-2.838, 4.569, -5.083], [-1.980, 5.665, -4.566], [-1.751, 2.080, -3.424], [-0.230, 2.565, -4.274], [-1.053, 3.724, -3.320], [-0.224, 2.802, -6.324], [-1.261, 3.843, -7.225], [-0.194, 4.437, -5.846], [-3.309, 2.903, -6.778], [-2.484, 1.423, -6.121], [-4.784, 1.451, -5.251], [-3.787, 1.836, -3.923], [-5.789, 3.412, -4.247], [-5.188, 3.920, -5.778], [-5.595, 5.751, -3.690], [-4.902, 6.197, -5.274], [-4.061, 6.705, -3.726], [-4.524, 4.596, -2.095], [-2.879, 5.031, -2.316], [-3.440, 3.246, -2.512], [-2.154, 6.335, -5.242], [2.876, -0.957, 2.589], [3.482, -0.154, 3.704], [4.763, 0.557, 3.143], [2.498, 0.892, 4.261], [3.068, 1.608, 5.471], [3.456, 0.558, 6.489], [4.388, -0.618, 6.093], [5.860, -0.121, 6.023], [4.221, -1.748, 7.168], [3.835, -1.111, 4.837], [4.718, -2.088, 4.270], [2.102, -1.683, 2.856], [2.380, -0.208, 1.923], [3.674, -1.367, 1.990], [5.359, 1.145, 3.810], [5.346, -0.099, 2.458], [4.382, 1.409, 2.493], [2.155, 1.482, 3.441], [1.752, 0.277, 4.846], [3.926, 2.263, 5.254], [2.284, 2.232, 5.886], [2.538, 0.020, 6.767], [3.873, 1.007, 7.381], [6.243, -0.157, 7.033], [5.881, 0.945, 5.740], [6.475, -0.659, 5.266], [4.646, -1.392, 8.104], [4.747, -2.650, 6.902], [3.161, -1.964, 7.194], [4.380, -2.934, 4.621], [0.406, 3.688, 3.054], [1.078, 4.965, 2.552], [1.232, 5.985, 3.642], [2.494, 4.633, 2.044], [2.475, 3.726, 0.875], [1.668, 4.371, -0.216], [0.329, 4.921, 0.107], [-0.022, 6.098, -0.815], [-0.738, 3.853, 0.039], [0.361, 5.585, 1.446], [-0.967, 5.896, 1.919], [0.895, 3.327, 3.907], [-0.551, 3.937, 3.486], [0.354, 2.864, 2.324], [0.319, 6.335, 4.081], [1.854, 5.520, 4.445], [1.866, 6.799, 3.303], [3.080, 5.466, 1.728], [3.003, 4.125, 2.901], [3.448, 3.629, 0.436], [2.105, 2.686, 1.143], [1.507, 3.796, -1.138], [2.264, 5.249, -0.529], [-0.061, 5.804, -1.859], [0.752, 6.880, -0.684], [-0.943, 6.569, -0.535], [-1.622, 4.154, 0.561], [-0.398, 2.977, 0.577], [-0.892, 3.564, -1.019], [-1.126, 6.731, 1.438], [3.144, -3.816, -0.188], [2.934, -4.611, -1.486], [3.779, -5.953, -1.379], [1.445, -5.004, -1.644], [1.055, -5.503, -2.973], [1.501, -4.426, -3.965], [2.990, -4.208, -3.908], [3.737, -5.476, -4.584], [3.352, -3.051, -4.817], [3.304, -3.743, -2.577], [4.635, -3.421, -2.405], [2.623, -4.315, 0.641], [4.243, -3.700, -0.154], [2.765, -2.850, -0.411], [4.832, -5.726, -1.567], [3.701, -6.279, -0.343], [3.373, -6.720, -2.018], [1.180, -5.772, -0.866], [0.874, -4.106, -1.361], [1.524, -6.464, -3.270], [-0.024, -5.538, -2.871], [1.007, -3.492, -3.546], [1.149, -4.601, -5.026], [3.001, -6.189, -4.925], [4.515, -5.919, -3.939], [4.250, -5.167, -5.494], [2.774, -3.042, -5.744], [4.388, -3.119, -5.032], [3.044, -2.087, -4.378], [4.625, -2.415, -2.263], [-2.880, 1.081, 3.256], [-2.594, 1.012, 4.749], [-3.814, 0.457, 5.485], [-1.328, 0.253, 4.879], [-0.792, 0.269, 6.306], [-0.603, 1.706, 6.679], [-1.790, 2.646, 6.539], [-2.799, 2.516, 7.680], [-1.204, 4.014, 6.555], [-2.263, 2.410, 5.167], [-3.408, 3.195, 4.965], [-2.097, 1.650, 2.761], [-2.944, 0.089, 2.903], [-3.813, 1.623, 3.069], [-4.506, 1.311, 5.687], [-4.414, -0.223, 4.851], [-3.729, -0.154, 6.414], [-1.527, -0.801, 4.602], [-0.676, 0.682, 4.115], [-1.541, -0.166, 6.936], [0.110, -0.293, 6.353], [0.053, 2.173, 5.935], [-0.091, 1.695, 7.626], [-3.713, 2.998, 7.424], [-2.314, 2.954, 8.549], [-2.987, 1.506, 7.797], [-0.757, 4.306, 7.520], [-2.011, 4.665, 6.262], [-0.399, 4.088, 5.805], [-3.211, 3.792, 4.278], [6.976, -2.289, -4.868], [6.444, -1.211, -5.624], [6.643, 0.067, -4.993], [5.803, 1.163, -5.620], [4.371, 0.807, -5.494], [3.402, 1.632, -6.188], [2.105, 0.854, -6.228], [2.343, -0.404, -6.813], [1.148, -1.128, -7.012], [8.090, -2.364, -4.909], [6.609, -3.224, -5.283], [6.660, -2.226, -3.800], [7.713, 0.450, -5.074], [6.376, -0.079, -3.972], [6.124, 1.195, -6.649], [5.912, 2.171, -5.276], [4.209, -0.149, -5.836], [3.780, 1.924, -7.198], [3.297, 2.543, -5.617], [1.351, 1.465, -6.683], [1.732, 0.778, -5.199], [0.692, -1.319, -6.036], [1.337, -2.041, -7.567], [0.399, -0.555, -7.654], [-3.455, -4.122, 5.133], [-2.296, -3.704, 4.506], [-1.684, -4.564, 3.560], [-0.190, -4.435, 3.859], [0.240, -4.795, 5.279], [1.590, -4.273, 5.454], [2.637, -5.224, 4.797], [3.956, -4.882, 5.170], [4.869, -5.302, 4.228], [-3.284, -5.160, 5.568], [-4.340, -4.168, 4.485], [-3.614, -3.412, 6.008], [-1.949, -4.191, 2.498], [-1.944, -5.640, 3.718], [0.153, -3.433, 3.709], [0.393, -5.014, 3.172], [-0.331, -4.341, 5.966], [1.741, -4.221, 6.486], [1.785, -3.284, 5.044], [2.537, -5.216, 3.710], [2.412, -6.137, 5.275], [5.904, -5.100, 4.521], [4.613, -4.729, 3.334], [4.721, -6.346, 3.931], [-6.535, -0.099, 2.779], [-6.196, -0.705, 1.591], [-5.808, -2.083, 1.826], [-5.650, -2.861, 0.497], [-4.421, -2.425, -0.174], [-4.000, -3.497, -1.153], [-2.779, -3.058, -1.880], [-3.111, -1.987, -2.765], [-2.055, -1.551, -3.600], [-6.703, 0.982, 2.667], [-5.700, -0.262, 3.451], [-7.427, -0.512, 3.152], [-6.718, -2.634, 2.278], [-4.950, -2.072, 2.524], [-6.407, -2.671, -0.251], [-5.653, -3.880, 0.654], [-4.628, -1.599, -0.725], [-4.766, -3.776, -1.871], [-3.788, -4.424, -0.641], [-2.401, -3.926, -2.417], [-2.060, -2.799, -1.136], [-2.247, -0.535, -3.886], [-2.141, -2.154, -4.492], [-1.056, -1.704, -3.184], [-0.814, -1.496, 0.689], [0.147, -1.082, -0.247], [-0.244, 0.211, -0.768], [0.755, 0.635, -1.815], [2.146, 0.697, -1.335], [3.118, 0.781, -2.383], [4.506, 0.633, -1.870], [4.531, -0.699, -1.220], [5.763, -0.945, -0.503], [-1.773, -1.220, 0.284], [-0.795, -0.881, 1.612], [-0.797, -2.548, 0.868], [-0.231, 0.924, 0.050], [-1.194, 0.105, -1.216], [0.496, 1.727, -2.039], [0.694, -0.029, -2.709], [2.328, -0.183, -0.860], [2.951, 1.731, -2.893], [2.900, 0.031, -3.169], [4.690, 1.375, -1.126], [5.201, 0.617, -2.711], [6.570, -1.201, -1.179], [5.561, -1.681, 0.279], [6.003, -0.001, 0.009], [-5.492, -2.841, -6.722], [-6.327, -1.891, -6.033], [-5.737, -1.550, -4.775], [-6.716, -0.538, -4.193], [-6.133, -0.102, -2.885], [-6.785, 1.066, -2.313], [-6.096, 1.476, -0.992], [-4.697, 1.599, -1.160], [-4.049, 1.949, 0.012], [-4.467, -2.559, -6.894], [-5.955, -3.060, -7.683], [-5.525, -3.819, -6.210], [-4.744, -1.026, -4.915], [-5.708, -2.461, -4.143], [-7.714, -0.899, -3.980], [-6.718, 0.305, -4.942], [-5.161, 0.098, -3.143], [-7.764, 0.722, -1.921], [-6.866, 1.943, -2.936], [-6.253, 0.650, -0.221], [-6.398, 2.445, -0.630], [-4.321, 1.229, 0.807], [-4.301, 2.963, 0.308], [-2.926, 2.017, -0.040]],
  "forces_ev_per_a": [[1.095, -0.402, -0.254], [-1.821, -1.031, 0.162], [0.514, 0.384, -0.037], [2.618, 0.132, -0.972], [-0.789, -1.757, 1.091], [-0.991, 1.308, -0.348], [-0.237, 2.148, -0.707], [0.265, -0.579, -0.768], [0.839, -0.296, 0.470], [2.021, 1.525, 0.724], [-0.384, -0.446, -0.746], [0.067, 0.288, -0.161], [-0.797, -0.214, 0.375], [-0.184, 0.322, 0.444], [0.013, -0.579, -0.056], [-0.045, 0.615, -0.340], [-0.289, 0.262, -0.448], [-0.051, -0.610, 0.299], [-0.407, 0.700, 0.256], [-0.487, -0.578, -0.474], [-0.115, 0.477, -0.613], [-0.376, -0.292, 0.577], [0.500, -0.602, 0.618], [-0.368, 0.456, 0.159], [0.272, -0.130, 0.770], [-0.428, -0.454, -0.252], [-0.480, -0.266, 0.114], [-0.313, -0.992, -0.557], [0.165, 0.717, 0.503], [0.245, -0.051, 0.244], [-0.777, 1.247, -1.123], [1.752, -0.007, 1.646], [-1.465, 0.941, -2.037], [0.595, -2.204, 1.866], [0.987, 0.433, -0.559], [-0.303, -1.056, 0.706], [0.323, 0.663, -0.352], [-0.398, 0.366, -0.700], [0.323, 1.187, -1.079], [-0.669, -0.245, -1.115], [-0.053, -0.188, 0.300], [0.345, 0.003, 0.257], [0.181, -0.540, 0.236], [-0.024, -0.692, -0.147], [0.460, -0.439, 0.734], [-0.171, 0.381, 0.850], [0.153, -0.999, 0.168], [-0.631, 0.512, -0.264], [-0.317, 0.494, -1.634], [-0.177, -0.063, -0.129], [-0.016, 0.246, 0.257], [-0.123, 0.404, 0.259], [0.007, 0.168, 0.339], [0.558, -0.255, 0.116], [-0.001, -0.363, 0.092], [-0.401, 0.104, 0.881], [-0.351, -0.006, 0.267], [0.276, -0.313, -0.270], [-0.217, -0.155, 0.469], [0.013, 0.291, -0.088], [-0.550, 0.364, -0.473], [0.401, -0.388, -0.929], [1.445, -0.517, 1.209], [-0.025, -1.186, 1.516], [-1.121, -2.239, -0.532], [0.699, 1.076, -1.491], [-1.728, 1.235, 1.367], [1.240, 0.074, -0.108], [0.474, -0.791, -0.545], [0.404, 0.335, 0.091], [0.198, 0.441, -0.890], [1.254, -0.671, 1.237], [-0.738, -0.064, -0.459], [-0.155, 0.513, 0.355], [-0.508, 0.204, 0.059], [-0.573, 0.173, -0.260], [-0.294, 0.371, -0.244], [0.165, 1.182, 0.273], [-0.115, 0.510, -0.550], [0.774, -0.442, 0.107], [0.428, 1.075, -0.421], [0.455, -0.335, 0.283], [0.000, -0.268, -0.035], [-0.130, -0.037, -0.238], [-0.242, -0.440, -0.200], [-0.794, 0.009, -0.028], [-0.790, 0.346, -0.186], [0.136, -0.340, -0.133], [-0.315, 0.153, 0.546], [-0.092, -0.467, 0.650], [0.659, -0.921, -1.168], [-0.332, -1.971, 0.899], [-0.320, 1.523, 0.383], [0.928, -0.033, 2.597], [0.197, 0.214, -1.259], [-1.855, 0.604, 0.097], [0.805, -0.321, -2.023], [0.204, 0.847, 1.007], [-1.385, 0.958, -0.158], [-1.147, -0.700, 0.470], [1.465, 2.210, -0.287], [0.563, 0.301, 0.010], [-0.540, -0.225, 0.978], [-0.675, 1.109, 0.325], [-0.135, -0.254, -0.181], [-0.024, -0.195, 0.047], [0.166, -0.315, -0.326], [0.436, 0.619, -0.446], [-0.150, -0.099, -0.319], [-0.577, 0.270, 0.476], [-0.371, -0.613, -0.836], [0.500, -0.620, -0.940], [0.452, 0.157, 1.126], [-0.101, -0.533, 0.291], [-0.587, 0.003, -0.207], [0.027, 0.231, 0.039], [0.234, -0.552, -0.191], [0.883, 0.584, -0.249], [0.524, -0.204, 0.189], [-0.074, -1.729, -0.158], [-0.678, 1.527, 0.600], [-0.478, 1.096, 0.199], [-1.638, -0.341, 0.278], [0.214, -1.913, 0.280], [-0.997, 0.838, -1.538], [1.040, -0.004, -0.510], [0.490, -1.003, 0.542], [1.140, 1.056, -0.901], [0.708, 1.080, -0.310], [-0.013, -0.381, -0.216], [-1.264, -0.561, 1.345], [0.240, -0.132, -0.134], [-0.126, -1.165, -0.784], [-0.009, -0.288, -0.032], [0.491, -0.681, -0.002], [0.524, 0.307, -0.019], [0.638, 0.754, -0.440], [0.081, 0.330, -0.140], [0.588, -0.107, 0.355], [-0.301, -0.576, 0.531], [0.819, -0.455, 0.314], [0.583, -0.528, 0.188], [-0.036, 0.793, 0.718], [-0.677, 0.614, 0.037], [-0.349, -0.102, 0.245], [-0.539, -2.074, 0.783], [-0.459, -0.169, -0.264], [-0.077, 0.848, 0.152], [-0.365, 0.103, 0.173], [0.622, 1.066, -1.349], [0.453, 0.141, 0.516], [0.243, 0.760, -0.023], [1.361, 0.477, -0.443], [-1.816, -1.635, -0.796], [0.476, -0.909, 0.012], [1.104, -0.203, -0.306], [0.531, 0.562, 0.821], [-0.474, 0.194, -0.546], [-0.953, 0.967, -0.561], [-0.579, 0.418, 0.017], [-0.235, 0.082, -0.080], [0.169, -0.073, -0.628], [-0.889, -0.894, 0.213], [0.025, 0.099, 0.994], [0.011, 0.077, -0.922], [0.574, 0.387, 0.897], [0.546, 0.427, 0.289], [-0.488, -0.234, 0.241], [-0.423, 0.500, 0.093], [-0.567, 0.031, -1.113], [0.149, -0.502, 0.238], [-0.188, -0.287, -0.069], [0.340, -0.163, 0.255], [0.830, -0.372, 0.791], [-0.195, -0.904, 1.862], [0.362, 0.499, -0.457], [0.414, 0.158, -0.200], [-0.123, -0.190, 1.305], [0.054, 0.054, -2.188], [0.751, -0.649, -1.572], [-0.775, 1.286, 1.071], [-0.426, 0.811, 1.319], [0.172, -0.062, -1.599], [-0.404, 0.993, -0.356], [0.076, 0.183, 0.013], [-0.071, -0.853, -1.170], [0.476, -0.858, 1.467], [-0.291, 0.770, -0.201], [-0.150, 1.094, -0.356], [0.214, -0.726, -0.388], [-0.619, 0.291, -0.091], [0.690, -0.015, 1.697], [-0.356, 0.549, -0.119], [-0.064, -0.231, -0.011], [-0.240, -1.717, -0.219], [-0.324, -0.069, 0.182], [0.632, 0.038, -0.552], [0.259, -0.192, 0.358], [0.918, 1.038, 0.253], [0.595, -1.477, -1.575], [-2.715, -0.502, -0.416], [1.310, 3.778, -0.202], [0.816, -1.958, -0.825], [-0.535, 1.336, 0.687], [-0.382, -0.264, -0.870], [0.187, 0.028, 1.073], [-0.465, -1.098, -0.053], [0.249, -0.272, -0.311], [-0.127, 0.241, 0.660], [-1.274, -0.674, 0.884], [1.242, 0.943, 0.125], [-0.156, -0.449, -0.545], [-1.226, 0.216, 0.457], [0.311, -2.287, 0.700], [-0.011, 0.127, -0.032], [-0.545, 0.239, -0.304], [0.253, -0.149, 0.592], [0.249, -0.093, -0.491], [0.835, 0.615, 0.297], [0.100, 0.698, 0.085], [0.394, -0.227, -0.699], [-0.033, 0.246, 0.266], [-0.572, 1.689, 0.239], [0.182, 0.430, -0.405], [2.315, -1.124, 0.534], [0.689, 1.638, -0.324], [-0.850, -0.835, 1.254], [-1.237, 0.048, -1.254], [-0.354, -2.183, -0.045], [0.725, 0.515, -0.322], [-1.195, 1.370, 0.260], [-0.903, -0.370, -0.172], [0.526, -0.504, 0.043], [0.383, -0.668, 0.207], [-0.265, 0.232, 0.231], [-1.393, 0.165, -0.430], [0.020, -1.491, -0.388], [-0.212, 0.474, 0.193], [-0.054, 0.044, 0.258], [0.472, 0.279, -0.093], [0.389, -0.033, 0.119], [0.515, 0.621, 0.571], [0.078, 0.374, 0.292], [0.215, -0.316, -0.077], [0.137, -0.187, -0.406], [0.311, -0.269, 0.004], [-1.729, -0.783, 0.144], [1.768, -0.652, -0.506], [-1.310, 0.108, -0.357], [1.400, 1.284, 0.844], [0.200, 0.031, -1.295], [0.317, -0.607, 2.057], [0.624, -1.689, 0.432], [0.771, -0.404, -1.512], [0.961, -0.053, 1.139], [0.453, 0.560, 0.211], [-0.042, 0.372, -0.120], [0.267, 0.330, 0.215], [-0.718, -0.877, 0.228], [0.569, 0.526, -0.194], [-0.190, -0.311, -0.435], [-0.503, -0.552, 0.649], [-0.234, 0.245, 0.797], [0.058, 0.434, -0.744], [-0.200, 0.218, -0.669], [-0.138, 1.139, -0.761], [-0.948, 0.359, 0.245], [0.178, 0.366, -0.080], [-0.506, 0.372, 0.353], [-0.998, -0.606, -0.633]]
}